(1)
{"formula": "C3H10NO2", "method": "the ωB97M-V functional and the def2-TZVPD basis", "elements": ["N", "C", "O", "H", "H", "H", "H", "C", "O", "C", "H", "H", "H", "H", "H", "H"], "coordinates": [[0.705076, -2.512638, -1.606954], [1.128604, -1.962469, -0.297654], [0.377281, -0.956086, 0.197699], [-0.276139, -2.749640, -1.531890], [0.816126, -1.834920, -2.349589], [1.137686, -2.863709, 0.348028], [2.173394, -1.626670, -0.428089], [-1.280032, 1.454550, 0.908245], [-1.583576, 0.458089, -0.022964], [-0.020508, 2.252315, 0.557106], [-2.134106, 2.149147, 0.902658], [-1.134866, 1.041034, 1.920234], [-0.727907, -0.228293, -0.033448], [-0.132625, 2.686033, -0.438768], [0.092906, 3.079565, 1.273008], [0.858691, 1.613694, 0.602371]], "forces_ev_per_a": [[0.393, -0.489, -0.104], [-0.447, 0.371, -0.196], [0.558, -0.304, 0.360], [-0.100, 0.179, -0.098], [-0.212, 0.245, 0.140], [0.098, 0.079, 0.200], [0.214, -0.259, -0.102], [-0.023, -0.103, -0.596], [0.673, -0.264, 0.074], [-0.295, 0.244, 0.254], [0.036, 0.012, 0.354], [-0.190, 0.032, 0.037], [-0.936, 0.462, -0.076], [0.123, -0.077, -0.066], [0.089, -0.056, -0.047], [0.019, -0.070, -0.133]], "lowdin_charge": [-0.032, -0.525, -0.273, 0.038, 0.031, 0.075, 0.077, -0.412, -0.203, -0.122, 0.087, 0.095, 0.001, 0.059, 0.052, 0.052], "de_lowest_kcal_mol": 10.13, "gap_ev": 7.982, "charge": -1, "homo_ha": -0.131, "e_tot_ha": -325.53853, "multiplicity": 1}

***

(2)
{"formula": "C12H14FN2O6PSi", "method": "the ωB97M-V functional and the def2-TZVPD basis", "elements": ["O", "N", "O", "C", "C", "C", "C", "C", "C", "H", "H", "H", "H", "H", "O", "N", "O", "C", "C", "C", "C", "C", "C", "H", "H", "H", "H", "H", "O", "P", "O", "Si", "F", "H", "H", "H", "H"], "coordinates": [[4.891117, -3.779495, 0.937369], [4.475587, -3.478909, -0.162803], [3.514186, -3.990702, -0.700787], [5.184742, -2.413459, -0.896575], [6.298997, -1.836460, -0.316346], [6.965256, -0.842377, -1.015091], [6.511434, -0.444796, -2.265853], [5.386511, -1.037007, -2.824703], [4.711039, -2.033631, -2.138589], [6.631648, -2.160498, 0.658188], [7.840347, -0.378485, -0.580850], [7.036852, 0.330543, -2.807672], [5.033031, -0.723717, -3.797553], [3.834651, -2.508750, -2.552788], [-6.001945, 5.090743, -1.890311], [-5.067907, 4.358682, -1.634779], [-3.989356, 4.393334, -2.190112], [-5.259091, 3.350508, -0.572658], [-6.489983, 3.270525, 0.051985], [-6.666541, 2.314039, 1.039133], [-5.621898, 1.465242, 1.381853], [-4.391855, 1.567814, 0.744381], [-4.203504, 2.519892, -0.245890], [-7.286147, 3.942032, -0.231951], [-7.622180, 2.232126, 1.539039], [-5.768641, 0.718516, 2.151685], [-3.576339, 0.909980, 1.011927], [-3.256901, 2.619187, -0.755735], [-1.571839, -0.231088, 1.252166], [-0.835043, -0.779727, 2.623096], [-1.743029, -2.077293, 3.085845], [0.990245, -1.834902, 1.802221], [1.916816, -0.637486, 1.266943], [-1.831334, -0.931636, 0.637931], [-2.486333, -1.764576, 3.615880], [0.788990, -2.794455, 0.694061], [1.665181, -2.499901, 2.931215]], "forces_ev_per_a": [[0.004, -0.001, 0.023], [-0.019, 0.036, 0.006], [-0.032, 0.007, -0.003], [0.012, -0.012, -0.008], [0.054, 0.038, 0.022], [-0.017, 0.001, -0.024], [-0.011, -0.017, 0.011], [0.022, 0.006, 0.018], [-0.016, 0.027, -0.061], [-0.031, -0.031, -0.003], [-0.003, 0.001, 0.000], [-0.005, 0.003, 0.003], [0.000, 0.000, 0.002], [0.002, -0.027, 0.034], [-0.017, 0.015, -0.005], [-0.001, -0.014, 0.026], [0.021, 0.004, -0.009], [-0.001, -0.002, -0.009], [-0.060, -0.011, 0.039], [0.028, -0.011, -0.001], [0.003, 0.020, -0.024], [-0.072, -0.007, -0.001], [0.050, -0.045, 0.019], [0.027, 0.013, -0.033], [0.003, 0.001, 0.001], [0.001, 0.005, 0.003], [0.001, 0.058, 0.025], [-0.018, 0.029, -0.021], [-0.173, -0.250, -0.095], [0.027, 0.706, 0.302], [-0.074, -0.081, -0.265], [0.028, -0.500, 0.065], [0.048, 0.055, -0.051], [0.139, 0.011, -0.078], [0.097, -0.150, 0.107], [-0.083, 0.100, -0.020], [0.063, 0.021, 0.004]], "lowdin_charge": [0.074, -0.353, 0.062, -0.148, -0.002, -0.065, -0.071, -0.064, -0.003, 0.119, 0.108, 0.107, 0.108, 0.119, 0.076, -0.355, 0.077, -0.147, -0.006, -0.068, -0.071, -0.059, 0.004, 0.118, 0.107, 0.105, 0.076, 0.120, -0.389, 0.643, -0.371, 0.436, -0.267, 0.053, 0.038, -0.054, -0.059], "gap_ev": 8.440, "charge": 0, "homo_ha": -0.328, "e_tot_ha": -1757.23434, "multiplicity": 1}

***

(3)
{"formula": "C11H19NO4", "method": "the ωB97M-V functional and the def2-TZVPD basis", "elements": ["C", "C", "C", "C", "C", "C", "O", "O", "C", "O", "H", "H", "H", "H", "H", "H", "H", "H", "C", "O", "C", "C", "C", "N", "H", "H", "H", "H", "H", "H", "H", "H", "H", "H", "H"], "coordinates": [[-1.511549, 1.292657, -3.566932], [-2.795524, 0.785171, -2.841977], [-2.970776, -0.749252, -3.012738], [-2.056414, -1.578835, -2.130815], [-1.759050, -2.835711, -2.437721], [-0.808916, -3.284259, -1.361419], [-0.313657, -4.325233, -1.230097], [-0.520720, -2.246506, -0.477580], [-1.333949, -1.205394, -0.865533], [-1.434818, -0.230439, -0.256658], [-1.784968, 2.017389, -4.344027], [-0.839441, 1.832434, -2.887073], [-0.936431, 0.485571, -4.038835], [-2.768688, 1.060013, -1.785482], [-3.641402, 1.245996, -3.365469], [-2.669267, -0.964893, -4.049408], [-4.022298, -1.055706, -2.951501], [-2.080177, -3.452727, -3.264850], [3.257872, 1.841758, 1.389671], [2.871553, 2.111708, 2.724974], [1.525543, 1.789667, 3.032701], [1.286306, 0.311703, 3.383012], [1.264034, -0.605444, 2.165099], [2.280396, -0.189589, 4.338840], [2.437915, 2.010045, 0.685712], [3.630061, 0.819295, 1.294463], [4.076437, 2.516851, 1.136723], [1.279599, 2.388045, 3.915024], [0.855168, 2.124473, 2.230864], [0.300657, 0.246981, 3.854375], [2.261246, -0.787202, 1.762477], [0.847660, -1.577596, 2.431784], [0.644406, -0.186610, 1.370205], [2.228890, 0.365961, 5.189113], [3.200299, 0.029679, 3.963078]], "forces_ev_per_a": [[-0.085, 0.320, 0.329], [0.217, -0.356, -0.810], [0.640, 0.988, 0.114], [-0.912, -0.329, -1.396], [0.942, 0.388, 1.589], [-0.662, 1.048, -0.858], [1.191, -2.579, 0.349], [-0.806, 0.050, -0.731], [-0.141, -2.231, -1.760], [-0.141, 3.160, 1.985], [0.120, -0.261, 0.063], [-0.119, -0.249, -0.086], [-0.142, 0.131, 0.115], [-0.276, 0.029, -0.257], [0.000, 0.027, 0.514], [-0.162, -0.136, 0.242], [0.248, 0.006, 0.435], [0.079, 0.004, 0.151], [0.252, 0.015, 0.161], [-0.188, 0.028, -0.190], [-0.149, 0.085, 0.300], [0.324, -0.103, -0.256], [-0.156, -0.086, -0.087], [-0.051, 0.250, 0.104], [-0.042, -0.066, 0.022], [-0.093, -0.028, -0.166], [-0.042, 0.035, 0.058], [0.092, 0.004, 0.003], [0.040, -0.099, -0.092], [0.024, 0.101, 0.038], [0.026, 0.062, 0.061], [0.039, 0.029, 0.028], [0.012, -0.010, 0.016], [-0.055, -0.111, 0.038], [-0.026, -0.116, -0.029]], "lowdin_charge": [-0.097, -0.230, -0.138, -0.101, 0.108, -0.447, 0.195, 0.147, -0.419, 0.202, 0.067, 0.070, 0.070, 0.092, 0.100, 0.118, 0.123, 0.140, -0.108, -0.191, -0.208, -0.428, -0.069, 0.037, 0.089, 0.075, 0.086, 0.120, 0.119, 0.135, 0.068, 0.081, 0.058, 0.070, 0.068], "de_lowest_kcal_mol": 62.79, "gap_ev": 8.383, "charge": 0, "homo_ha": -0.331, "e_tot_ha": -786.22492, "multiplicity": 1}

***

(4)
{"formula": "C4H8OY", "method": "the ωB97M-V functional and the def2-TZVPD basis", "elements": ["H", "C", "C", "C", "C", "O", "Y", "H", "H", "H", "H", "H", "H", "H"], "coordinates": [[-0.385416, -1.394686, -0.514935], [0.800825, -1.130319, 0.123410], [1.287410, 0.044101, 1.054602], [-0.105671, 0.225792, 0.752863], [-0.850146, 1.022308, -0.275184], [-1.451511, 0.117483, -1.156964], [-2.544957, 0.353022, -3.164161], [1.279917, -2.069456, 0.401920], [0.884429, -0.614858, -0.838956], [1.969980, 0.728298, 0.547422], [1.561370, -0.286741, 2.055140], [-0.804914, -0.316906, 1.399584], [-0.116206, 1.696203, -0.753898], [-1.525109, 1.625759, 0.369155]], "forces_ev_per_a": [[2.266, 0.916, 2.774], [-2.514, 0.398, -4.196], [-1.093, 1.728, 0.279], [-0.887, -2.367, 2.578], [1.573, 0.241, 0.164], [-2.056, 0.670, -2.989], [1.269, -0.323, 2.576], [-0.432, 0.112, -0.118], [2.123, -1.305, -0.579], [0.077, -0.442, 0.198], [-0.066, -0.044, -0.269], [0.264, 0.703, 0.402], [-0.473, -0.059, -0.178], [-0.051, -0.229, -0.642]], "lowdin_charge": [0.268, -0.024, -0.027, -0.132, -0.302, -0.527, 1.747, 0.150, 0.095, 0.147, 0.151, 0.160, 0.139, 0.156], "s2": 0.7506, "gap_ev": [6.514, 8.856], "charge": 2, "homo_ha": [-0.576, -0.675], "e_tot_ha": -269.93949, "multiplicity": 2}